Entry from the Open Molecules 2025 dataset: a structure of composition FHIN (the ωB97M-V functional and the def2-TZVPD basis).

Summary:
HOMO-LUMO gap: 9.023 eV
net charge: 0
energy above the lowest of the compared OMol25 structures with the same formula, charge and spin: 20.3 kcal per mole

The geometry in XYZ format:
```
4
Properties=species:S:1:pos:R:3:forces:R:3:nbo_charge:R:1
N -0.17145 0.08635 0.45160 -4.2 -3.2 -0.9 -0.378
F -0.32621 1.27371 -0.23171 -0.4 0.7 -0.5 -0.262
I 1.60074 -0.65633 -0.14360 0.9 -0.6 -0.4 0.293
H -1.10308 -0.70373 -0.07628 3.6 3.0 1.8 0.347
```
Positions in Å, forces in eV/Å.

Entry from the Open Molecules 2025 dataset: a cluster of 2 separate species, FHN2O2S in total (the ωB97M-V functional and the def2-TZVPD basis).

Summary:
HOMO-LUMO gap: 10.705 eV
net charge: 0
energy above the lowest of the compared OMol25 structures with the same formula, charge and spin: 9.4 kcal per mole

The geometry in XYZ format:
```
7
Properties=species:S:1:pos:R:3:forces:R:3:nbo_charge:R:1
N -2.10868 -0.17489 0.09133 1.4 -0.3 -1.7 0.424
N -2.42320 0.23421 1.05383 -1.5 1.0 3.0 -0.061
O -1.61630 -0.52616 -0.91183 -0.3 -0.9 -1.4 -0.363
O 1.58505 -1.14930 -0.69260 0.4 -0.4 -0.9 -0.866
F 1.51723 0.20865 1.31543 -0.5 0.2 -0.9 -0.528
S 1.04372 0.10752 -0.28701 1.7 2.3 1.8 1.412
H 2.00218 1.29997 -0.56915 -1.1 -2.0 0.1 -0.018
```
Positions in Å, forces in eV/Å.

Entry from the Open Molecules 2025 dataset: the ion FHNO2S with charge -1 (the ωB97M-V functional and the def2-TZVPD basis).

Summary:
HOMO-LUMO gap: 9.271 eV
structure (SMILES): N=[S@@](=O)([O-])F
net charge: -1
energy above the lowest of the compared OMol25 structures with the same formula, charge and spin: 0.0 kcal per mole

The geometry in XYZ format:
```
6
Properties=species:S:1:pos:R:3:forces:R:3:nbo_charge:R:1
N -1.14736 -0.50052 -0.45045 1.2 1.1 -0.3 -1.158
S 0.29446 -0.16208 0.02648 0.3 -0.1 0.3 2.402
O 0.45146 0.02321 1.45639 0.0 0.2 -0.3 -0.987
O 1.24595 -1.02262 -0.63172 0.1 0.6 -0.1 -0.969
F 0.88448 1.51038 -0.45566 -1.1 -1.9 0.1 -0.624
H -1.72899 0.15162 0.05495 -0.5 0.1 0.3 0.335
```
Positions in Å, forces in eV/Å.

Entry from the Open Molecules 2025 dataset: the ion FHNO3P with charge -2 (the ωB97M-V functional and the def2-TZVPD basis).

Summary:
HOMO-LUMO gap: 6.894 eV
structure (SMILES): O=P([O-])([O-])NF
net charge: -2
energy above the lowest of the compared OMol25 structures with the same formula, charge and spin: 15.3 kcal per mole

The geometry in XYZ format:
```
7
Properties=species:S:1:pos:R:3:forces:R:3:nbo_charge:R:1
O -1.75215 -0.51146 0.84814 0.6 0.7 -0.9 -1.252
P -0.80884 0.33818 -0.03055 -2.3 -1.8 0.0 2.418
O -0.95998 0.27283 -1.53480 -0.2 -0.5 -0.5 -1.261
O -0.56423 1.75340 0.42674 0.9 0.1 0.6 -1.207
N 0.83635 -0.42281 0.32469 3.2 2.7 0.4 -0.612
F 1.77832 -1.59045 0.22809 -1.2 -1.1 -0.4 -0.388
H 1.47054 0.16031 -0.26232 -0.9 -0.1 0.8 0.302
```
Positions in Å, forces in eV/Å.

Entry from the Open Molecules 2025 dataset: a cluster of 2 separate species, FHO2 in total (the ωB97M-V functional and the def2-TZVPD basis).

Summary:
HOMO-LUMO gap (spin up / spin down): 8.020 / 8.169 eV
net charge: 0
energy above the lowest of the compared OMol25 structures with the same formula, charge and spin: 37.4 kcal per mole

The geometry in XYZ format:
```
4
Properties=species:S:1:pos:R:3:forces:R:3:nbo_charge:R:1
O 0.14911 0.71260 0.44667 -1.1 -1.5 1.1 -0.203
O -0.79643 -0.01834 -0.06868 2.4 -0.2 -2.2 0.096
F 0.24990 -0.89024 -1.66286 -1.5 1.0 2.3 -0.376
H 0.39742 0.19599 1.28486 0.2 0.7 -1.3 0.483
```
Positions in Å, forces in eV/Å.

Entry from the Open Molecules 2025 dataset: a structure of composition FIn (the ωB97M-V functional and the def2-TZVPD basis).

Summary:
HOMO-LUMO gap: 6.480 eV
net charge: +2
energy above the lowest of the compared OMol25 structures with the same formula, charge and spin: 48.6 kcal per mole

The geometry in XYZ format:
```
2
Properties=species:S:1:pos:R:3:forces:R:3:nbo_charge:R:1
In -0.14866 -0.96693 0.98428 0.3 1.7 -1.8 2.008
F 0.14866 0.96693 -0.98428 -0.3 -1.7 1.8 -0.008
```
Positions in Å, forces in eV/Å.

no.,strongest force on any atom (hartree/bohr)
1,0.1037
2,0.0675
3,0.0430
4,0.0822
5,0.0635
6,0.0484